(1)
# C35H33GeIN4O5Pb

A molecular structure, C35H33GeIN4O5Pb (wB97M-V/def2-TZVPD, the OMol25 dataset).

Its spin multiplicity is 2. The HOMO-LUMO gap (spin up / spin down) comes out at 0.26195 / 0.17303 hartree. For the HOMO energy (spin up / spin down), the calculation gives -10.8059 / -10.8048 eV. The maximum force comes out at 1.61 eV/A. Its net charge is +1. For the LUMO energy (spin up / spin down), the calculation gives -3.678 / -6.096 eV.

```
80
Properties=species:S:1:pos:R:3:forces:R:3:mulliken_spin:R:1
Pb -0.933299 0.598867 -0.171423 -0.054 -0.296 -1.583 0.003
C 3.700638 1.890365 0.276732 -0.023 0.050 0.161 0.017
C 3.194965 1.603960 1.644802 -0.227 -0.051 -0.211 0.173
N 4.005419 1.596419 2.660506 0.795 0.126 0.251 -0.098
C 3.583171 1.236978 3.879183 -0.009 0.137 -0.481 0.314
C 2.290929 0.775075 4.142921 -0.645 0.007 -0.073 0.041
C 1.930640 0.339521 5.549170 0.055 0.033 0.016 -0.008
O 0.780098 0.989894 6.055733 0.023 0.025 -0.023 0.000
C 1.365901 0.755609 3.101539 0.280 0.152 0.218 0.070
C 0.055466 0.176158 3.333907 -0.639 -0.391 0.278 -0.014
N -0.867998 0.048557 2.460691 0.418 0.310 0.183 0.071
C -1.999568 -0.710835 2.810710 -0.282 -0.273 0.210 -0.003
C -1.856052 -1.960642 3.421820 0.114 0.122 -0.071 0.010
C -2.965520 -2.710828 3.767207 -0.026 -0.039 0.005 -0.006
C -4.240511 -2.230748 3.508096 0.030 -0.026 0.032 0.010
C -4.404965 -1.006927 2.874979 -0.052 -0.029 -0.020 -0.005
C -3.292091 -0.269618 2.516997 0.207 0.479 -0.312 0.009
I -3.587356 1.592842 1.545258 -0.409 -0.134 0.653 0.004
C 1.772106 1.260281 1.812868 0.092 0.089 -0.236 0.103
O 1.020196 1.415014 0.822252 0.436 0.044 0.555 0.275
H 4.735058 2.215899 0.326396 0.005 -0.017 0.026 0.003
H 3.087976 2.647737 -0.214465 -0.021 -0.051 -0.053 0.008
H 3.633381 0.976451 -0.321587 -0.007 0.014 -0.035 0.012
H 4.322427 1.311420 4.668898 -0.064 -0.011 0.064 -0.008
H 2.795681 0.493658 6.198411 0.002 -0.039 0.011 -0.006
H 1.704289 -0.729401 5.558154 0.019 0.019 0.027 0.003
H 1.003454 1.890948 6.311895 0.004 -0.006 0.014 0.002
H -0.116857 -0.202419 4.341311 0.035 -0.028 -0.048 0.002
H -0.856378 -2.346880 3.587633 0.008 -0.005 0.022 0.000
H -2.828192 -3.674865 4.238189 -0.022 -0.003 -0.004 0.000
H -5.108683 -2.808909 3.793149 -0.012 0.005 -0.032 0.001
H -5.395456 -0.629087 2.662850 0.002 -0.009 -0.001 0.000
N -0.934465 3.032543 -0.796313 -0.095 0.086 0.118 0.004
C -0.703427 3.154723 -2.248785 0.210 -0.068 -0.184 0.000
C 0.421923 2.212499 -2.692357 0.009 -0.087 -0.013 0.000
O 1.178230 2.544670 -3.597473 -0.084 0.049 0.054 0.002
N 0.457020 1.057452 -2.012990 -0.254 -0.210 0.534 0.003
C 1.559142 0.181696 -2.339827 -0.137 -0.051 -0.155 0.004
C 1.687805 -0.960710 -1.362116 0.642 0.294 -0.067 0.002
O 2.745946 -1.446367 -1.028305 -0.363 0.051 -0.075 -0.001
O 0.512906 -1.429065 -0.907909 0.160 -0.544 0.094 -0.010
H -1.722484 3.602362 -0.507175 0.025 0.032 0.018 0.000
H -0.114610 3.374843 -0.304038 -0.031 0.073 0.032 -0.001
H -0.427040 4.166268 -2.545274 -0.021 -0.011 0.017 0.000
H -1.615712 2.878210 -2.779198 -0.033 0.032 0.027 0.000
H 2.503249 0.724515 -2.402592 0.039 -0.079 0.034 -0.001
H 1.420362 -0.302968 -3.319115 0.040 0.075 -0.007 0.000
C -1.455193 -3.479465 -0.473942 0.457 -0.095 -0.042 -0.001
Ge 0.504762 -3.311132 -0.552980 -0.288 0.394 -0.088 0.001
C 1.381573 -4.076182 -2.119154 -0.267 0.146 0.584 0.000
C 2.700772 -4.512643 -2.042292 -0.032 -0.001 -0.003 0.000
C 3.329840 -5.003612 -3.175105 0.106 -0.052 0.015 0.000
C 2.647633 -5.061409 -4.382661 -0.060 0.026 -0.005 0.000
C 1.328890 -4.635647 -4.460089 -0.022 0.012 -0.035 0.000
C 0.695649 -4.143106 -3.328652 -0.054 -0.009 0.045 0.000
C 1.318249 -3.512016 1.218395 -0.110 0.111 -0.459 0.007
C 1.764526 -2.406503 1.894404 -0.063 -0.034 -0.153 0.033
C 2.275763 -2.517473 3.201705 0.053 -0.060 0.168 -0.028
C 2.310613 -3.733441 3.826091 0.016 0.136 -0.010 0.001
C 1.844759 -4.895894 3.168802 -0.101 -0.038 -0.179 0.000
C 1.843636 -6.160476 3.802777 0.012 -0.106 0.057 0.000
C 1.386375 -7.271002 3.152106 0.055 0.048 0.110 0.000
C 0.929800 -7.175276 1.822511 -0.029 0.066 -0.130 0.000
C 0.926109 -5.969028 1.181052 -0.027 -0.036 -0.030 0.000
C 1.361040 -4.791354 1.835988 0.058 0.021 0.294 0.000
H -1.742178 -4.520188 -0.325500 -0.031 0.010 0.006 0.000
H -1.908970 -3.115549 -1.395097 0.023 -0.017 -0.019 0.000
H -1.831559 -2.892682 0.365644 0.024 -0.004 0.027 0.000
H 3.234035 -4.456587 -1.100554 0.046 0.012 -0.028 0.000
H 4.357594 -5.338201 -3.118121 -0.008 0.003 -0.004 0.000
H 3.143587 -5.436935 -5.267996 0.008 -0.015 0.013 0.000
H 0.792226 -4.685766 -5.398414 0.022 -0.002 -0.008 0.000
H -0.335941 -3.813372 -3.388921 0.011 -0.003 -0.046 0.000
H 1.737194 -1.435477 1.411105 0.058 -0.079 -0.002 -0.008
H 2.653866 -1.633393 3.702836 0.030 -0.191 -0.061 0.010
H 2.708934 -3.823099 4.829839 -0.013 -0.027 0.012 0.000
H 2.212398 -6.232168 4.819152 -0.006 -0.010 -0.004 0.000
H 1.380495 -8.231294 3.650017 0.018 0.005 0.007 0.000
H 0.586515 -8.064241 1.310116 0.014 0.008 -0.016 0.000
H 0.602799 -5.909152 0.145822 -0.038 -0.065 0.014 0.000
```
Forces are in eV/Å.

***

(2)
# C35H33N2O3RuS3SbSe4

A molecular structure, C35H33N2O3RuS3SbSe4 (wB97M-V/def2-TZVPD, the OMol25 dataset).

Its spin multiplicity is 2. The HOMO-LUMO gap (spin up / spin down) comes out at 0.16161 / 0.16081 hartree. For the HOMO energy (spin up / spin down), the calculation gives -3.0698 / -3.0481 eV. The maximum force comes out at 1.98 eV/A. Its net charge is -1. For the LUMO energy (spin up / spin down), the calculation gives 1.328 / 1.328 eV.

```
82
Properties=species:S:1:pos:R:3:forces:R:3:mulliken_spin:R:1
Ru -0.542452 -0.014369 0.253895 0.467 0.375 -0.997 0.691
S -0.953681 -1.876006 -3.866071 -0.125 0.024 -0.075 -0.001
C 0.234492 -2.852108 -3.058410 -0.025 0.064 -0.117 0.005
C 0.967755 -3.930252 -3.543831 -0.008 0.022 0.019 -0.001
C 1.815968 -4.589055 -2.669330 -0.048 0.061 0.045 0.001
C 1.902220 -4.191120 -1.329238 -0.057 0.032 -0.014 0.000
C 1.181482 -3.107731 -0.855019 0.097 -0.109 0.108 -0.006
C 0.368588 -2.407998 -1.740666 0.150 0.014 0.162 -0.008
N -0.389496 -1.291139 -1.432818 0.341 -0.098 0.525 0.007
C -1.171429 -0.946796 -2.407379 -0.254 -0.039 -0.517 -0.028
C -2.128700 0.102945 -2.192651 -0.117 0.290 -0.007 -0.010
C -3.064200 0.511107 -3.150503 0.135 -0.120 0.023 -0.007
C -3.953500 1.517010 -2.837790 -0.037 0.079 0.103 0.007
C -3.888982 2.118159 -1.576515 0.000 -0.092 -0.172 -0.006
C -2.959552 1.708694 -0.633930 0.352 0.065 -0.048 0.018
C -2.052026 0.675556 -0.904795 -0.036 0.136 0.104 -0.042
H 0.868243 -4.250550 -4.575013 -0.003 0.009 0.080 0.000
H 2.395459 -5.434448 -3.020421 -0.029 0.021 0.024 0.000
H 2.532187 -4.752810 -0.648776 -0.028 0.017 -0.014 0.000
H 1.201173 -2.804373 0.186421 0.033 -0.010 -0.107 0.011
H -3.095843 0.023116 -4.123115 -0.023 0.065 0.089 -0.001
H -4.703407 1.825676 -3.556953 0.036 0.000 0.042 0.000
H -4.586599 2.908038 -1.315459 0.025 -0.092 0.000 0.000
H -2.954154 2.215593 0.326591 -0.058 -0.181 -0.005 0.000
O 1.466986 -0.692639 1.488112 0.237 0.338 -0.348 -0.125
S 2.669439 -1.194708 2.200534 0.260 -0.345 0.304 0.005
C 4.179715 -0.864868 1.202160 -0.208 0.134 0.133 0.000
C 3.996304 -1.379910 -0.210154 0.132 0.263 -0.099 0.002
C 5.040283 -0.856786 -1.213258 -0.219 -0.193 0.160 0.000
C 5.143306 0.654222 -1.427252 0.250 -0.031 -0.077 0.000
S 3.553787 1.451406 -1.567463 -0.045 0.060 0.020 -0.001
O 3.182303 1.682489 -0.126731 -0.455 0.182 -0.118 -0.002
C 4.021604 3.069052 -2.205186 -0.060 -0.001 -0.079 0.000
C 3.011702 4.017239 -2.071977 -0.090 0.163 0.164 0.000
C 3.199236 5.301902 -2.558408 -0.067 -0.035 0.048 0.000
C 4.386410 5.639906 -3.192804 0.024 0.034 -0.020 0.000
C 5.388968 4.692915 -3.327915 0.028 -0.076 0.018 0.000
C 5.211187 3.402646 -2.839011 0.019 0.025 0.005 0.000
C 3.111723 -0.028769 3.484225 -0.015 0.005 -0.055 0.001
C 3.596838 -0.510144 4.686778 0.022 -0.114 0.100 0.000
C 4.009003 0.391937 5.661369 0.033 -0.059 0.022 0.000
C 3.922374 1.754890 5.424980 -0.009 0.033 0.007 0.000
C 3.413447 2.225240 4.219294 -0.046 0.028 -0.053 0.000
C 3.006357 1.331005 3.241818 -0.162 0.230 -0.106 0.003
H 4.976726 -1.351835 1.774450 -0.011 0.023 -0.120 0.000
H 4.334584 0.214558 1.191007 -0.025 -0.083 0.106 0.000
H 2.992684 -1.070588 -0.517823 0.035 -0.077 -0.192 -0.002
H 4.018704 -2.470266 -0.261288 -0.076 0.035 0.115 0.000
H 4.811811 -1.344370 -2.163559 0.122 0.087 -0.067 0.000
H 6.043240 -1.173137 -0.912583 -0.042 -0.167 -0.036 0.000
H 5.719103 0.837883 -2.334375 0.015 0.000 0.062 0.000
H 5.605761 1.172519 -0.583282 0.105 -0.040 -0.060 0.000
H 2.085700 3.763707 -1.562363 0.076 -0.052 -0.151 -0.001
H 2.410133 6.035814 -2.438486 0.064 -0.052 -0.035 0.000
H 4.529869 6.641273 -3.581257 0.000 -0.047 0.029 0.000
H 6.322751 4.952820 -3.811382 -0.036 -0.010 0.004 0.000
H 6.014992 2.689048 -2.952255 -0.034 0.005 -0.014 0.000
H 3.644483 -1.579884 4.863897 -0.003 0.066 0.001 0.000
H 4.392576 0.029244 6.607232 -0.032 -0.008 -0.035 0.000
H 4.242621 2.456239 6.187132 -0.029 -0.039 -0.039 0.000
H 3.331835 3.291883 4.041696 -0.019 -0.076 0.005 0.000
H 2.596761 1.673890 2.295072 0.062 -0.003 0.096 0.000
O 0.439720 2.306086 -0.518076 -0.247 -0.618 -0.078 -0.009
C 0.009922 3.245218 0.451974 0.062 -0.005 0.018 0.001
C -0.289160 2.642866 1.798743 0.081 0.030 -0.209 0.002
C -0.271815 3.463838 2.914338 0.114 0.214 -0.017 0.000
C -0.520925 2.937401 4.163363 0.015 -0.026 0.101 0.000
C -0.744830 1.576362 4.258548 -0.031 -0.057 -0.051 0.005
C -0.734737 0.819501 3.104818 0.003 0.237 -0.045 -0.028
N -0.547161 1.336592 1.867948 -0.255 -0.290 0.918 -0.030
H 1.330604 1.986059 -0.295461 0.268 0.149 0.293 -0.004
H -0.889902 3.736177 0.081149 -0.047 -0.134 -0.219 0.000
H 0.778156 4.015221 0.582424 -0.026 0.067 0.028 0.000
H -0.064732 4.521012 2.779807 -0.025 -0.078 0.014 0.000
H -0.533454 3.571918 5.042866 -0.038 -0.051 -0.077 0.000
H -0.980174 1.091142 5.194870 0.016 -0.026 -0.006 0.000
H -0.903139 -0.243492 3.158865 -0.066 -0.089 -0.011 0.002
Se -3.913961 -1.394250 4.509194 0.485 0.183 -0.347 -0.001
Sb -3.858417 -0.291293 2.314110 -1.911 -0.084 0.523 -0.014
Se -1.811488 -1.708082 1.138649 -0.604 0.428 0.281 0.467
Se -5.681353 -1.077115 0.830821 0.859 0.131 0.122 0.109
Se -4.222904 2.195276 2.658098 0.753 -0.721 -0.182 -0.011
```
Forces are in eV/Å.

***

(3)
# C35H33N3

2 unconnected molecules or ions with the total composition C35H33N3 (wB97M-V/def2-TZVPD, the OMol25 dataset).

The HOMO-LUMO gap comes out at 0.11685 hartree. For the HOMO energy, the calculation gives -4.9397 eV. The maximum force comes out at 2.63 eV/A. For the LUMO energy, the calculation gives -1.760 eV.

```
71
Properties=species:S:1:pos:R:3:forces:R:3:lowdin_charge:R:1
C 3.650327 -3.713856 -4.987067 -0.076 0.080 0.131 -0.086
C 4.682648 -2.871589 -4.559099 -0.360 0.092 0.118 -0.077
C 4.377789 -1.754224 -3.787478 -0.175 0.023 -0.068 -0.046
C 3.040064 -1.432026 -3.484186 -0.188 -0.479 -0.129 -0.163
C 2.727464 -0.212791 -2.719009 -0.322 -0.352 0.606 -0.170
N 1.793923 -0.211219 -1.813771 0.659 1.396 -1.277 0.133
C 0.583402 -0.057711 -1.404668 0.589 -1.094 0.248 -0.144
C -0.522008 -0.134756 -2.273174 -2.359 -0.371 -1.093 -0.253
N -1.504518 -0.170380 -2.923144 1.959 0.142 1.065 0.147
C 3.579432 0.976818 -2.879300 0.300 0.421 0.251 -0.161
C 4.297031 1.224139 -4.070706 0.052 -0.072 0.235 -0.042
C 5.172099 2.305980 -4.158096 -0.306 -0.009 0.202 -0.078
C 5.291689 3.195797 -3.082550 -0.061 -0.206 0.058 -0.088
C 4.520802 3.002551 -1.928241 -0.167 -0.113 -0.310 -0.078
C 3.642487 1.920838 -1.841266 0.381 0.186 -0.166 -0.021
C 2.020091 -2.338170 -3.825181 0.314 -0.081 -0.196 -0.012
C 2.329967 -3.473162 -4.577435 0.139 0.163 0.080 -0.075
H 3.882858 -4.563800 -5.629528 -0.115 0.156 0.248 0.101
H 5.722111 -3.072537 -4.819191 -0.304 -0.036 0.046 0.105
H 5.171217 -1.112031 -3.404246 -0.186 -0.190 -0.222 0.119
H 0.406023 0.136360 -0.345184 -0.414 0.054 0.247 0.082
H 4.165411 0.548132 -4.918145 0.162 0.236 0.285 0.118
H 5.763592 2.443681 -5.065774 -0.246 0.054 0.276 0.105
H 5.977889 4.041231 -3.152293 -0.185 -0.253 0.064 0.101
H 4.597320 3.696283 -1.091888 -0.019 -0.110 -0.236 0.103
H 3.008476 1.781322 -0.967291 0.283 -0.021 -0.100 0.111
H 0.993935 -2.128135 -3.514029 0.294 -0.109 -0.170 0.105
H 1.533280 -4.171120 -4.840138 0.262 0.214 -0.030 0.105
C -4.205715 -1.728223 1.087711 -0.303 0.090 0.099 -0.027
C -2.929626 -2.572779 1.010173 0.355 -0.095 0.306 -0.534
C -3.227056 -3.986529 1.527705 -0.177 -0.149 -0.179 -0.061
C -2.427422 -2.641383 -0.430439 0.118 -0.229 -0.258 -0.038
C -1.876465 -1.928042 1.890198 0.276 1.284 -0.642 -0.128
N -1.545811 -2.439830 3.093444 0.430 -0.592 0.753 0.143
C -0.741120 -1.563602 3.817274 -0.572 0.335 -0.157 -0.189
C -0.541036 -0.427405 3.011397 -0.623 -0.287 0.160 -0.131
C 0.111621 0.674091 3.560684 0.560 0.068 0.539 -0.030
C 0.463068 0.647550 4.918194 -0.052 0.094 -0.540 -0.084
C 0.168331 -0.464326 5.728246 -0.068 -0.499 -0.391 -0.093
C -0.416538 -1.607770 5.167446 0.377 0.313 0.278 -0.023
C -1.286437 -0.638587 1.767822 0.043 -1.339 0.782 -0.122
C -1.558078 0.346129 0.799195 0.067 0.404 -0.551 -0.032
C -1.962288 1.664951 1.178389 -0.353 1.040 0.163 -0.222
C -2.503558 1.932769 2.467261 0.150 -0.003 -0.055 -0.028
C -2.919571 3.202130 2.832795 0.183 -0.145 -0.290 -0.043
C -2.853343 4.260931 1.921270 0.106 -0.191 -0.103 -0.285
C -3.331936 5.617021 2.339208 -0.073 0.311 0.024 -0.065
C -2.353092 4.015797 0.631853 -0.137 -0.038 0.188 -0.044
C -1.919159 2.751400 0.261799 -0.101 -0.380 0.284 -0.018
H -4.033507 -0.703362 0.736722 -0.013 -0.241 0.044 0.085
H -4.992707 -2.184658 0.471543 0.155 0.109 0.101 0.093
H -4.568224 -1.676445 2.123650 0.037 0.006 -0.209 0.094
H -2.321904 -4.608159 1.552540 -0.171 0.098 -0.006 0.093
H -3.685102 -3.963405 2.525787 0.100 -0.033 -0.167 0.084
H -3.945761 -4.473271 0.854795 0.166 0.099 0.176 0.091
H -1.400495 -3.026948 -0.455998 -0.192 0.044 -0.085 0.096
H -3.062867 -3.314359 -1.022270 0.084 0.179 0.104 0.092
H -2.438144 -1.662673 -0.913927 -0.002 -0.193 0.028 0.049
H -1.831407 -3.347331 3.444322 0.043 0.385 -0.245 0.151
H 0.336529 1.532833 2.929062 -0.120 -0.071 0.288 0.119
H 0.967834 1.511894 5.358780 -0.225 -0.293 -0.156 0.101
H 0.405770 -0.436662 6.791941 -0.024 -0.060 -0.308 0.098
H -0.636819 -2.503316 5.748021 0.055 0.286 0.033 0.108
H -1.703198 0.062755 -0.235061 -0.137 0.097 0.127 0.063
H -2.606043 1.123389 3.190251 0.060 0.153 -0.254 0.119
H -3.300277 3.383922 3.840836 0.027 -0.097 -0.303 0.117
H -3.342925 6.306010 1.491234 -0.009 -0.015 0.118 0.073
H -4.347158 5.567032 2.752776 0.170 0.007 -0.096 0.082
H -2.690797 6.046564 3.120245 -0.079 -0.069 -0.152 0.083
H -2.318605 4.840058 -0.083941 0.019 -0.252 0.161 0.110
H -1.533759 2.556214 -0.740859 -0.062 0.149 0.228 0.112
```
Forces are in eV/Å.